Entry from the OMol25 dataset: C26H44BrNOP2Pt as an isolated structure at a distorted geometry (ωB97M-V with the def2-TZVPD basis set).

Geometry as XYZ:
```
76
Properties=species:S:1:pos:R:3:mulliken_spin:R:1
N -4.913 -0.643 3.769 0.06
C -3.818 -0.066 4.265 -0.02
C -2.836 0.502 3.442 0.04
C -3.048 0.513 2.051 0.01
C -4.192 -0.142 1.541 0.05
C -5.092 -0.703 2.451 -0.02
C -2.125 1.220 1.184 0.04
Pt -0.342 0.019 -0.065 0.65
P 1.725 0.627 -0.758 0.35
C -2.254 1.200 -0.228 0.16
C -1.750 2.328 -1.039 0.11
C -2.006 2.300 -2.421 0.09
C -1.298 3.148 -3.262 -0.02
C -0.303 3.935 -2.661 0.08
C -0.247 4.197 -1.292 -0.05
C -0.977 3.340 -0.464 0.01
Br 1.224 4.515 -3.765 0.01
H -1.492 1.963 1.675 0.00
H -2.998 0.546 -0.695 0.02
H -1.909 0.907 3.860 0.00
H -4.378 -0.226 0.473 0.00
H -3.695 -0.053 5.355 0.00
H -5.980 -1.216 2.080 0.00
H -2.698 1.544 -2.796 0.00
H -0.900 3.429 0.619 0.01
H -1.444 3.132 -4.336 0.00
H 0.396 4.973 -0.881 0.00
P -0.538 -2.201 0.119 0.16
C 2.279 2.131 0.128 0.00
C 3.123 3.101 -0.693 0.03
H 2.819 1.814 1.034 0.01
H 1.372 2.641 0.491 0.01
H 3.448 3.919 -0.037 0.00
H 4.027 2.643 -1.113 0.00
H 2.546 3.554 -1.510 0.00
C 1.455 0.997 -2.531 0.02
C 2.660 0.987 -3.471 0.03
H 0.960 1.978 -2.575 -0.02
H 0.706 0.274 -2.896 -0.02
H 2.301 1.239 -4.478 0.00
H 3.419 1.733 -3.204 0.00
H 3.120 -0.006 -3.522 0.00
C 3.052 -0.603 -0.584 0.00
C 4.487 -0.121 -0.779 0.03
H 2.839 -1.425 -1.283 0.01
H 2.952 -1.026 0.426 0.01
H 5.155 -0.984 -0.668 0.00
H 4.662 0.301 -1.775 0.00
H 4.777 0.620 -0.024 0.00
C 0.461 -3.368 1.105 0.03
C 1.962 -3.452 0.857 0.02
H 0.011 -4.353 0.897 0.01
H 0.263 -3.128 2.157 0.00
H 2.316 -4.424 1.215 0.00
H 2.227 -3.380 -0.203 0.00
H 2.509 -2.685 1.412 0.00
C -0.413 -2.810 -1.615 0.02
C -1.288 -1.984 -2.556 0.02
H -0.703 -3.872 -1.596 0.00
H 0.653 -2.746 -1.889 -0.01
H -0.952 -2.145 -3.590 0.00
H -2.346 -2.270 -2.495 0.00
H -1.225 -0.901 -2.341 0.00
C -2.231 -2.752 0.575 0.03
C -2.462 -3.095 2.048 0.01
H -2.412 -3.645 -0.047 0.00
H -2.937 -1.974 0.254 -0.01
H -3.527 -3.327 2.181 0.00
H -1.891 -3.976 2.366 0.00
H -2.216 -2.261 2.718 0.00
C 1.912 -0.310 3.242 0.01
O 0.843 0.446 2.666 0.00
H 2.832 -0.159 2.648 0.00
H 1.640 -1.377 3.218 0.00
H 2.123 -0.027 4.288 0.00
H 0.587 1.119 3.328 0.00
```

Its total charge is +2. As for the spin multiplicity: 3. Its lowest unoccupied orbital energy (alpha / beta) is -7.02 / -9.44 eV. The HOMO-LUMO gap (alpha / beta) is 6.400 / 4.868 eV. Its relative energy (zero: lowest compared OMol25 entry of this formula, charge and spin) is 0.000 eV. The HOMO energy (alpha / beta) is -13.42 / -14.31 eV.



Entry from the OMol25 dataset: C10H13F6HgNO4S2 as an isolated structure at a distorted geometry (ωB97M-V with the def2-TZVPD basis set).

Geometry as XYZ:
```
37
Properties=species:S:1:pos:R:3:lowdin_charge:R:1
C -1.973 -0.797 -1.869 -0.16
C 1.404 -0.586 -2.289 -0.36
C -0.933 0.274 -2.080 -0.23
H -2.387 -0.760 -0.848 0.11
C 1.567 0.856 -2.229 -0.34
H 2.388 -1.031 -2.518 0.09
H -0.805 0.310 -3.183 0.11
H 2.582 1.162 -2.510 0.10
C -0.778 1.639 -1.616 -0.23
H -0.725 1.763 -0.524 0.07
H -1.587 2.280 -1.997 0.12
C -0.937 -1.986 -1.979 -0.18
H -1.411 -2.852 -2.462 0.10
H -0.650 -2.283 -0.960 0.08
C 0.347 -1.591 -2.799 -0.23
H 0.035 -1.304 -3.814 0.12
H 0.900 -2.528 -2.926 0.10
C 0.584 2.018 -2.316 -0.20
H 0.386 2.282 -3.369 0.12
H 1.024 2.909 -1.849 0.11
Hg 1.587 0.053 -0.357 1.42
H -2.807 -0.906 -2.546 0.10
F 2.071 -3.150 3.313 0.13
C 1.340 -2.099 3.761 -0.62
F 0.322 -2.559 4.514 0.14
F 2.134 -1.310 4.516 0.14
S 0.707 -1.128 2.314 0.63
O 1.973 -0.564 1.718 -0.45
O -0.066 -1.963 1.423 -0.28
N -0.084 -0.048 3.143 -0.29
S -0.621 1.266 2.339 0.62
O 0.446 1.973 1.651 -0.34
O -1.860 1.015 1.641 -0.27
C -0.978 2.228 3.890 -0.63
F -1.915 1.600 4.630 0.13
F 0.149 2.355 4.624 0.13
F -1.428 3.461 3.564 0.13
```

Its lowest unoccupied orbital energy (alpha / beta) is -1.01 / -1.53 eV. The HOMO-LUMO gap (alpha / beta) is 5.408 / 4.375 eV. Its relative energy (zero: lowest compared OMol25 entry of this formula, charge and spin) is 1.924 eV. The HOMO energy (alpha / beta) is -6.41 / -5.90 eV.



Entry from the OMol25 dataset: C18H17BrN2O4Pt as an isolated structure (ωB97M-V with the def2-TZVPD basis set).

Geometry as XYZ:
```
43
Properties=species:S:1:pos:R:3:mulliken_spin:R:1
Pt 0.596 1.293 -0.424 0.12
O 3.777 -0.250 -2.818 0.00
C 4.002 -1.438 -2.392 0.00
C 5.097 -2.224 -2.853 0.00
C 5.317 -3.511 -2.402 0.00
C 4.466 -4.111 -1.475 0.00
C 3.385 -3.366 -1.010 0.00
C 3.151 -2.070 -1.429 0.01
C 1.997 -1.293 -0.853 0.00
O 1.520 -0.300 -1.734 0.00
N 2.416 -0.631 0.394 0.01
N 1.254 -0.024 0.961 0.24
C 1.016 -0.331 2.218 0.08
C -0.116 -0.172 3.028 0.07
Br -1.771 0.179 2.162 0.01
C -0.019 -0.404 4.404 0.23
C -0.920 -0.416 5.502 -0.03
C -2.293 -0.046 5.499 0.15
C -3.054 -0.091 6.650 -0.08
C -2.523 -0.496 7.873 0.19
C -1.174 -0.858 7.908 -0.08
C -0.403 -0.819 6.768 0.12
H 2.363 -0.019 -2.250 0.00
H 5.760 -1.768 -3.581 0.00
H 6.168 -4.067 -2.785 0.00
H 4.634 -5.124 -1.133 0.00
H 2.694 -3.812 -0.296 0.00
H 1.145 -1.956 -0.644 -0.01
H 2.763 -1.351 1.023 0.00
H 1.842 -0.827 2.735 0.03
H 1.003 -0.643 4.694 0.01
H -2.751 0.283 4.581 0.02
H -4.097 0.204 6.592 -0.01
H -3.133 -0.525 8.768 0.02
H -0.722 -1.176 8.842 -0.01
H 0.642 -1.107 6.825 0.01
C 0.045 2.632 0.853 0.85
H 0.199 2.496 1.921 0.00
H -0.542 3.494 0.549 0.04
O -2.074 2.888 -1.796 0.00
C -0.975 3.019 -2.313 0.00
O 0.157 2.520 -1.983 0.00
H -0.872 3.669 -3.212 0.00
```

Its total charge is -2. As for the spin multiplicity: 3. Its lowest unoccupied orbital energy (alpha / beta) is 4.70 / 4.68 eV. The HOMO-LUMO gap (alpha / beta) is 4.883 / 6.669 eV. Its relative energy (zero: lowest compared OMol25 entry of this formula, charge and spin) is 0.011 eV. The HOMO energy (alpha / beta) is -0.19 / -1.99 eV.



Entry from the OMol25 dataset: Cl2O2S3 as an isolated structure at a distorted geometry (ωB97M-V with the def2-TZVPD basis set).

Geometry as XYZ:
```
7
Properties=species:S:1:pos:R:3:lowdin_charge:R:1
O 1.938 -0.231 0.516 -0.37
O 0.217 1.550 0.426 -0.43
S -0.525 -0.076 -2.187 0.11
S -0.909 -0.767 1.442 0.24
S 0.559 0.204 0.241 0.27
Cl -2.249 0.825 -1.948 0.07
Cl -1.049 -2.650 0.709 0.11
```

Its lowest unoccupied orbital energy (alpha / beta) is -2.89 / -2.88 eV. The HOMO-LUMO gap (alpha / beta) is 6.899 / 6.896 eV. Its relative energy (zero: lowest compared OMol25 entry of this formula, charge and spin) is 0.000 eV. The HOMO energy (alpha / beta) is -9.79 / -9.78 eV.



Entry from the OMol25 dataset: C4H8O3Tl as an isolated structure at a distorted geometry (ωB97M-V with the def2-TZVPD basis set).

Geometry as XYZ:
```
16
Properties=species:S:1:pos:R:3:mulliken_spin:R:1
C 2.997 0.147 -0.618 0.18
C 2.206 -1.497 -0.454 0.17
O 1.747 -1.553 0.748 0.25
O 2.138 1.028 -0.220 0.24
H 3.265 0.127 -1.694 0.02
H 3.857 -0.054 0.051 0.01
H 3.058 -2.155 -0.721 0.02
Tl 0.842 0.364 1.473 0.09
O -1.646 0.442 1.486 0.00
C -2.792 0.331 1.079 0.00
C -3.319 0.956 -0.160 0.00
H -3.551 -0.104 1.763 0.00
H 1.448 -1.398 -1.291 0.02
H -4.406 0.853 -0.238 0.00
H -2.812 0.493 -1.023 0.00
H -3.031 2.019 -0.179 0.00
```

As for the spin multiplicity: 2. Its lowest unoccupied orbital energy (alpha / beta) is 0.23 / -0.90 eV. The HOMO-LUMO gap (alpha / beta) is 7.669 / 7.275 eV. Its relative energy (zero: lowest compared OMol25 entry of this formula, charge and spin) is 2.330 eV. The HOMO energy (alpha / beta) is -7.43 / -8.18 eV.



no.,calculated total energy (Ha)
1,-4522.53838
2,-2293.23288
3,-3799.84960
4,-2265.33753
5,-555.29378